[1]
{
  "formula": "C6H11NS",
  "method": "ωB97M-V/def2-TZVPD",
  "species": ["C", "C", "N", "C", "C", "C", "C", "S", "H", "H", "H", "H", "H", "H", "H", "H", "H", "H", "H"],
  "coordinates": [[1.98611, 0.40756, -0.12176], [0.82247, 1.44876, -0.27074], [-0.52243, 0.98887, 0.25650], [-1.42319, 0.28653, -0.75639], [-1.32234, -1.24410, -0.55299], [-0.18187, -1.40051, 0.47337], [-0.27285, -0.09108, 1.27567], [1.47674, -1.38754, -0.31428], [2.72819, 0.59725, -0.86682], [2.44463, 0.67078, 0.86083], [1.07701, 2.43208, 0.13142], [0.76191, 1.69869, -1.36659], [-2.38050, 0.82716, -0.50353], [-1.05316, 0.58525, -1.77973], [-2.16120, -1.58743, -0.00949], [-1.15517, -1.87375, -1.39954], [-0.22275, -2.29445, 1.14435], [-1.21439, -0.15348, 1.87753], [0.61278, 0.08939, 1.92220]],
  "forces_ev_per_angstrom": [[-1.08, 0.62, 1.46], [-0.68, -0.73, -1.86], [1.82, -1.12, -0.04], [0.89, 1.90, -0.28], [0.81, 0.71, 1.50], [0.83, 0.53, 0.41], [-1.25, 0.27, 0.08], [0.43, 0.98, -0.04], [0.45, -0.06, -0.54], [-0.09, -0.96, -0.55], [0.14, -0.31, 0.64], [-0.48, -0.49, 0.81], [0.43, -1.40, -0.85], [-0.70, -0.23, 0.99], [-1.37, -0.48, 0.25], [-0.03, -0.01, -0.78], [-0.14, 0.62, -0.76], [0.82, 0.10, -0.05], [-0.81, 0.05, -0.38]],
  "lowdin_charge": [-0.4415, -0.2268, -0.1548, -0.1526, -0.1917, -0.5716, -0.2218, 0.8595, 0.0468, 0.0724, 0.1005, 0.1087, 0.1226, 0.1164, 0.0876, 0.0918, 0.1102, 0.1263, 0.1179],
  "e_lumo_ha": 0.034,
  "relative_energy_kj_mol": 82.1,
  "gap_ev": 9.50,
  "smiles": "C1CN2CC[C@H](C2)S1",
  "total_energy_ha": -688.11796
}

***

[2]
{
  "formula": "C42H38CaN8O4S",
  "method": "ωB97M-V/def2-TZVPD",
  "species": ["Ca", "C", "C", "C", "C", "C", "N", "C", "C", "C", "C", "C", "C", "C", "N", "C", "C", "C", "N", "C", "C", "N", "C", "C", "C", "N", "H", "H", "H", "H", "H", "H", "H", "H", "H", "H", "H", "H", "H", "H", "H", "H", "H", "H", "C", "C", "C", "C", "C", "C", "C", "S", "O", "O", "N", "C", "C", "O", "O", "H", "H", "H", "H", "H", "H", "H", "H", "H", "C", "C", "C", "N", "C", "C", "H", "H", "H", "H", "H", "C", "C", "C", "C", "C", "C", "C", "C", "N", "H", "H", "H", "H", "H", "H"],
  "coordinates": [[-2.06211, 0.61032, 0.33314], [3.58082, -3.95968, 0.18588], [2.63945, -2.87673, 0.64437], [2.02615, -2.92210, 1.89404], [1.10870, -1.95480, 2.25197], [0.76311, -0.87314, 1.42474], [-0.21730, 0.01505, 1.88866], [0.06786, 0.74637, 2.96920], [1.38297, 1.14335, 3.36085], [1.61508, 2.05499, 4.36744], [0.57869, 2.63506, 5.10408], [0.83117, 3.71323, 6.12329], [-0.70423, 2.19094, 4.81519], [-0.95775, 1.25536, 3.82536], [-2.28773, 0.73024, 3.76248], [-2.97887, 0.24181, 4.81362], [-4.23101, -0.11044, 4.36132], [-4.20854, 0.21231, 2.99528], [-3.03576, 0.71650, 2.64808], [1.39265, -0.82132, 0.16403], [2.29496, -1.83000, -0.19155], [1.25647, 0.20633, -0.80950], [2.41522, 1.81653, -2.21825], [1.02714, 2.23834, -2.58956], [-0.04087, 1.72152, -1.89985], [-0.03955, 0.77316, -0.96031], [4.16536, -4.35576, 1.01936], [4.27482, -3.58456, -0.56835], [3.03531, -4.79685, -0.25894], [2.24837, -3.73432, 2.57974], [0.61077, -2.00809, 3.21387], [2.21713, 0.73118, 2.80569], [2.64134, 2.34429, 4.58151], [1.76333, 3.53995, 6.66713], [0.02267, 3.75994, 6.85657], [0.90496, 4.70500, 5.66241], [-1.54962, 2.57472, 5.37983], [-2.51373, 0.16629, 5.78151], [-5.03197, -0.55377, 4.92682], [-4.97179, 0.09260, 2.24247], [2.73191, -1.76341, -1.18446], [3.08907, 2.68393, -2.14556], [0.87411, 3.01867, -3.32304], [-1.03422, 2.12201, -2.10489], [0.27532, -4.84437, -4.85669], [-0.62491, -4.16631, -3.85694], [-1.92592, -4.59935, -3.64424], [-2.74791, -3.96685, -2.71407], [-2.27204, -2.88469, -1.99784], [-0.97191, -2.43005, -2.20617], [-0.16065, -3.07519, -3.12026], [-3.28634, -2.05963, -0.77246], [-4.49674, -2.85915, -0.67321], [-2.40248, -2.03849, 0.39842], [-3.46078, -0.59797, -1.21151], [-4.69151, -0.01673, -1.68969], [-4.92849, 1.37172, -1.04637], [-5.96611, 1.96631, -1.36208], [-4.03219, 1.78379, -0.23811], [-0.18830, -5.74745, -5.25626], [1.22816, -5.12478, -4.40270], [0.49970, -4.18409, -5.69833], [-2.30300, -5.45041, -4.20280], [-3.75654, -4.31245, -2.52832], [-0.59668, -1.57834, -1.64942], [0.86039, -2.73214, -3.25255], [-5.56259, -0.63958, -1.46469], [-4.68244, 0.13849, -2.77560], [-1.18489, 5.29797, 2.67517], [-0.09516, 4.55443, 2.25325], [-0.32857, 3.43232, 1.47325], [-1.54665, 3.03538, 1.11772], [-2.59495, 3.75953, 1.51366], [-2.45637, 4.89891, 2.29346], [-1.04505, 6.17501, 3.29704], [0.91556, 4.81666, 2.53593], [0.48365, 2.80385, 1.12858], [-3.55864, 3.39362, 1.17480], [-3.33507, 5.45334, 2.59656], [2.33291, 1.17989, -0.81584], [3.07679, 0.82797, -3.15669], [4.45388, 0.86330, -3.37525], [5.08036, -0.06590, -4.18589], [4.32369, -1.06496, -4.79703], [2.94451, -1.11692, -4.58533], [2.33233, -0.17588, -3.77725], [4.96824, -2.02339, -5.65060], [5.49760, -2.78433, -6.33355], [2.15972, 1.97776, -0.07525], [3.26058, 0.66813, -0.55433], [5.04208, 1.63843, -2.89543], [6.14942, -0.02692, -4.35317], [2.36168, -1.89582, -5.06143], [1.26178, -0.18970, -3.61616]],
  "forces_ev_per_angstrom": [[0.02, -0.17, 0.05], [0.00, 0.00, 0.01], [0.00, 0.01, 0.00], [0.00, 0.00, -0.02], [-0.02, 0.00, 0.03], [-0.02, -0.01, -0.07], [-0.02, 0.00, 0.05], [-0.02, -0.03, 0.01], [0.00, -0.01, 0.00], [0.00, 0.01, 0.00], [-0.01, -0.01, 0.00], [0.00, 0.00, 0.00], [-0.01, -0.01, 0.02], [0.00, 0.01, -0.01], [-0.02, 0.03, 0.00], [0.01, -0.06, -0.01], [0.00, 0.06, 0.01], [0.01, -0.04, -0.01], [0.11, 0.03, -0.02], [0.01, 0.04, 0.01], [0.00, -0.01, 0.00], [-0.04, -0.04, -0.01], [0.00, 0.01, 0.02], [0.03, -0.03, 0.02], [-0.07, 0.03, -0.01], [0.03, 0.06, 0.05], [0.00, 0.00, 0.00], [0.00, 0.00, 0.00], [0.00, 0.00, 0.00], [0.00, 0.00, 0.00], [0.01, 0.00, 0.00], [0.00, 0.00, 0.00], [0.00, 0.00, 0.00], [0.00, 0.00, 0.00], [0.00, 0.00, 0.00], [0.00, 0.00, 0.00], [0.00, 0.00, 0.00], [0.00, 0.00, 0.00], [0.00, 0.01, 0.00], [0.00, 0.00, 0.00], [0.00, 0.00, 0.00], [0.00, 0.00, 0.00], [0.01, 0.01, 0.00], [0.01, 0.00, 0.01], [0.00, 0.00, 0.01], [0.01, -0.01, 0.00], [0.00, 0.01, 0.00], [0.00, 0.00, -0.01], [-0.01, 0.00, 0.00], [0.01, 0.02, 0.01], [0.00, 0.02, -0.01], [0.04, 0.01, 0.02], [-0.01, 0.02, 0.02], [0.00, 0.03, 0.00], [0.05, 0.02, -0.13], [-0.02, 0.01, 0.01], [-0.03, -0.04, 0.05], [0.01, 0.01, -0.02], [-0.04, -0.01, -0.03], [0.00, 0.00, 0.00], [0.00, 0.00, 0.00], [0.00, 0.00, 0.00], [0.00, 0.00, 0.00], [0.00, 0.00, 0.00], [-0.01, -0.04, 0.00], [0.00, 0.01, 0.00], [0.00, 0.01, 0.00], [0.01, 0.00, 0.00], [0.02, -0.01, 0.00], [-0.02, 0.02, 0.00], [0.04, -0.04, -0.02], [-0.07, 0.06, -0.04], [0.02, 0.02, 0.00], [0.00, 0.01, 0.02], [0.00, 0.00, 0.00], [0.00, -0.01, 0.00], [0.01, 0.02, -0.02], [-0.01, 0.00, 0.01], [0.00, 0.00, 0.00], [-0.02, -0.03, -0.01], [0.01, 0.01, -0.01], [-0.02, 0.00, 0.02], [0.01, -0.01, -0.02], [0.00, 0.03, 0.00], [0.00, -0.01, 0.00], [-0.01, 0.00, -0.01], [0.01, -0.01, 0.01], [0.00, 0.00, -0.01], [0.00, 0.03, 0.00], [0.00, 0.00, 0.00], [0.00, 0.00, 0.00], [0.00, 0.00, 0.00], [-0.01, 0.00, 0.00], [0.00, -0.01, 0.00]],
  "lowdin_charge": [1.3055, -0.0720, -0.2978, -0.0691, -0.0270, -0.2414, -0.0101, -0.2961, -0.0282, -0.0817, -0.3252, -0.0826, -0.0214, -0.1462, -0.0814, -0.0799, -0.0704, -0.1312, 0.0167, -0.1701, -0.0008, -0.1259, -0.2911, -0.1289, -0.2541, -0.1176, 0.0640, 0.0668, 0.0730, 0.0974, 0.1135, 0.1057, 0.1004, 0.0636, 0.0643, 0.0617, 0.1164, 0.1160, 0.0794, 0.1147, 0.1125, 0.1264, 0.0628, 0.1023, -0.0669, -0.2899, -0.0620, -0.0635, -0.2535, -0.0355, -0.0371, 0.5120, -0.3494, -0.3918, -0.3281, -0.2115, -0.6852, -0.0485, -0.2040, 0.0633, 0.0748, 0.0719, 0.0973, 0.1002, 0.0875, 0.0914, 0.1021, 0.1053, -0.0925, -0.0694, -0.1362, 0.0273, -0.1300, -0.0681, 0.0946, 0.1006, 0.0911, 0.0896, 0.0939, -0.1322, -0.1692, -0.0341, -0.0479, -0.2542, -0.0289, -0.0097, -0.2056, 0.1196, 0.1141, 0.1203, 0.1084, 0.1072, 0.1056, 0.1135],
  "e_lumo_ha": 0.152,
  "relative_energy_kj_mol": 4.0,
  "gap_ev": 5.31,
  "total_charge": -2,
  "total_energy_ha": -3438.28596
}

***

[3]
{
  "formula": "C15H15BrN4",
  "method": "ωB97M-V/def2-TZVPD",
  "species": ["C", "C", "C", "C", "C", "N", "C", "C", "C", "C", "C", "C", "C", "Br", "C", "C", "N", "N", "C", "N", "H", "H", "H", "H", "H", "H", "H", "H", "H", "H", "H", "H", "H", "H", "H"],
  "coordinates": [[-2.71345, -3.81384, -1.79582], [-2.05292, -2.49984, -1.98072], [-0.63419, -2.27548, -2.13036], [-0.50536, -0.93074, -2.31022], [0.75196, -0.12567, -2.60185], [0.99265, 0.71321, -1.42778], [1.26008, 0.18429, -0.16202], [1.22922, 1.28472, 0.67466], [1.42379, 1.28417, 2.10195], [1.14169, 2.42966, 2.86686], [1.21949, 2.35551, 4.25178], [1.66391, 1.19283, 4.90760], [2.03581, 0.06882, 4.15919], [2.74773, -1.43426, 5.04387], [1.87523, 0.12023, 2.75277], [0.93480, 2.44620, -0.15346], [0.75453, 2.07324, -1.41282], [-1.78217, -0.41077, -2.28911], [-2.23216, 0.95005, -2.51201], [-2.69725, -1.39858, -2.22648], [-2.15120, -4.60112, -2.30807], [-3.73040, -3.79065, -2.23390], [-2.76808, -4.02551, -0.73502], [0.11599, -3.01104, -2.17336], [0.63176, 0.52255, -3.47389], [1.61248, -0.76327, -2.74668], [1.48934, -0.83765, 0.04743], [0.79628, 3.34746, 2.41262], [0.96689, 3.24032, 4.83685], [1.75728, 1.17588, 5.97601], [2.12829, -0.81412, 2.22790], [0.79127, 3.47435, 0.15163], [-3.28741, 1.01909, -2.28724], [-2.11293, 1.21951, -3.55752], [-1.65296, 1.63043, -1.89275]],
  "forces_ev_per_angstrom": [[-0.62, 0.00, -0.56], [1.79, -0.50, -1.37], [-1.57, 0.31, 0.46], [-0.13, 0.37, -0.80], [-1.33, 0.56, 0.83], [0.39, 0.23, 1.18], [-0.39, 2.95, -1.39], [-0.10, 0.71, -0.99], [0.30, -0.25, 1.21], [-0.05, -0.82, 0.52], [0.36, -0.24, 0.15], [0.10, 0.06, -0.72], [-0.76, 1.60, -1.01], [-0.07, -0.07, -0.16], [0.36, -0.65, 1.06], [-0.11, -2.02, 0.13], [0.57, -1.40, 0.28], [0.59, -0.42, -0.64], [0.40, -0.08, -0.22], [-0.74, 0.96, 1.26], [-0.05, 0.07, 0.22], [0.48, -0.02, 0.40], [-0.15, -0.32, 0.18], [0.82, -0.64, 0.16], [0.04, -0.02, 0.19], [0.05, -0.30, -0.10], [-0.13, -0.34, -0.25], [0.03, -0.06, -0.12], [0.05, -0.30, -0.04], [-0.01, 0.02, 0.32], [-0.17, 0.72, -0.05], [0.10, -0.15, -0.16], [-0.09, -0.17, 0.25], [0.13, 0.14, -0.19], [-0.07, 0.06, -0.02]],
  "lowdin_charge": [-0.0459, -0.3601, 0.0140, -0.2170, -0.0504, -0.1476, 0.0255, -0.1749, -0.1906, -0.0309, -0.0734, -0.1345, -0.6920, 0.7398, -0.0613, -0.0778, 0.0756, -0.1407, -0.0104, 0.1145, 0.0762, 0.0854, 0.0719, 0.0919, 0.1273, 0.1219, 0.1232, 0.1017, 0.1066, 0.0882, 0.1029, 0.1047, 0.0837, 0.0855, 0.0667],
  "e_lumo_ha": 0.024,
  "relative_energy_kj_mol": 0.0,
  "gap_ev": 9.02,
  "smiles": "Cc1cc(Cn2cc(-c3cccc(Br)c3)cn2)n(C)n1",
  "total_energy_ha": -3373.59959
}

***

[4]
{
  "formula": "C9H18FO2PPbS",
  "method": "ωB97M-V/def2-TZVPD",
  "species": ["C", "C", "O", "C", "C", "C", "C", "C", "P", "S", "C", "C", "O", "F", "H", "H", "H", "H", "H", "H", "H", "H", "H", "H", "H", "H", "H", "H", "H", "H", "H", "H", "Pb"],
  "coordinates": [[3.53470, 0.67749, 1.33539], [2.84194, 1.19357, -0.09032], [2.44497, 0.00716, -0.86408], [1.23652, 0.23969, -1.67014], [0.24395, -1.09291, -1.77958], [0.24087, -2.02696, -0.43240], [-1.32661, -2.35402, 0.04925], [-1.70962, -1.55143, 1.42781], [-2.92456, -0.09444, 1.20590], [-3.02372, 0.80887, 3.19481], [-2.20223, 1.30869, 0.11566], [-2.75010, 1.27326, -1.45830], [-2.55718, 2.37364, -2.21087], [-3.47223, 0.11834, -2.05379], [2.94235, 1.04490, 2.28967], [3.56641, -0.49900, 1.32397], [4.63823, 1.10617, 1.44814], [1.96570, 1.90894, 0.21027], [3.69094, 1.84344, -0.61804], [0.56790, 1.11306, -1.26100], [1.47860, 0.52642, -2.80325], [0.63257, -1.69590, -2.71362], [-0.87434, -0.76714, -1.97198], [0.75966, -3.05780, -0.72494], [0.82700, -1.58611, 0.47943], [-2.10391, -2.24674, -0.81991], [-1.31560, -3.51305, 0.33304], [-2.25607, -2.34524, 2.13094], [-0.74401, -1.18578, 1.97856], [-1.80660, 1.56263, 3.23358], [-1.02998, 1.42195, 0.18956], [-2.64333, 2.32415, 0.56208], [1.12777, 3.16413, -0.03587]],
  "forces_ev_per_angstrom": [[0.29, 0.26, 0.47], [3.92, -3.19, 0.30], [-1.55, 3.50, 1.02], [-0.98, -0.88, -2.43], [0.49, 0.04, 0.47], [-0.61, -0.85, -0.50], [1.08, -1.24, 0.48], [0.47, -1.01, 0.00], [0.45, 0.01, 0.78], [1.48, 0.58, -1.11], [-1.19, 0.72, -0.30], [0.67, 5.38, -4.74], [-1.23, -8.09, 5.24], [2.59, 3.63, 2.54], [1.05, -0.83, -2.00], [-0.16, 2.47, -0.09], [-2.46, -0.96, -0.46], [3.96, -6.72, 0.91], [-2.11, -0.91, 0.54], [0.83, -0.86, -0.10], [-0.14, -0.33, 2.57], [-0.89, 1.22, 1.92], [2.44, -0.34, 0.10], [-1.10, 2.32, 0.76], [-1.03, -0.68, -1.87], [1.48, 0.02, 1.67], [-0.19, 2.61, -0.61], [1.00, 2.10, -1.34], [-1.72, -0.72, -0.93], [-1.34, -1.08, -0.17], [-1.28, -0.28, -0.45], [0.73, -2.25, -1.12], [-4.93, 6.36, -1.57]],
  "lowdin_charge": [-0.0269, -0.3144, -0.1334, -0.1724, -0.1176, -0.1749, -0.2251, -0.4202, 0.6869, 0.3867, -0.3697, -0.2171, 0.0053, -0.0051, 0.1037, 0.1276, 0.1246, -0.3112, 0.1833, 0.0157, 0.1728, 0.1458, 0.1107, 0.1386, 0.1001, 0.1164, 0.1333, 0.1193, 0.0814, -0.1564, -0.0043, 0.1163, 1.7803],
  "e_lumo_ha": -0.410,
  "gap_ev": 3.78,
  "total_charge": 2,
  "total_energy_ha": -1535.43170
}

***

[5]
{
  "formula": "C4H12NS2",
  "method": "ωB97M-V/def2-TZVPD",
  "species": ["C", "C", "C", "C", "N", "S", "S", "H", "H", "H", "H", "H", "H", "H", "H", "H", "H", "H", "H"],
  "coordinates": [[-2.22078, 0.31146, 1.12770], [1.68296, 0.98732, -2.41643], [1.69871, -1.39620, 0.49957], [-1.32070, -0.78370, 1.39200], [-0.08677, -0.68254, 0.90617], [-1.83013, -2.03395, 2.39646], [0.56577, 1.98483, -1.29526], [-3.21671, -0.02882, 1.17426], [-1.97328, 0.62053, 0.07763], [-2.08856, 1.19667, 1.80101], [1.09169, 0.56648, -3.23906], [2.22385, 0.20901, -1.94880], [2.28472, 1.73752, -2.77859], [1.54124, -1.53707, -0.59455], [1.82345, -2.23819, 1.17068], [2.34189, -0.63874, 0.76747], [0.02765, 0.12902, 0.24913], [0.26635, 3.01275, -2.26084], [-2.81135, -1.41638, 2.97147]],
  "forces_ev_per_angstrom": [[0.36, 2.26, -1.45], [-2.84, 0.16, -0.21], [-4.13, -1.38, -0.12], [3.41, -0.02, 0.20], [1.72, 0.31, -1.67], [1.44, -2.07, 0.09], [0.02, 0.66, -1.41], [-1.27, -0.14, -0.01], [-0.60, 0.20, 0.87], [0.08, -0.86, -0.46], [0.15, 0.08, 0.29], [0.51, -0.48, 0.86], [1.88, 1.18, -1.00], [0.08, -0.19, 1.21], [-0.30, -0.27, -0.43], [0.89, 2.15, 0.57], [-0.66, -0.77, 0.95], [0.38, -1.60, 1.43], [-1.13, 0.80, 0.30]],
  "lowdin_charge": [-0.0832, -0.4092, 0.2314, -0.7581, 0.0703, 0.9870, 0.5998, 0.0688, 0.0972, 0.1383, 0.0455, -0.0040, -0.0135, 0.0811, 0.0662, 0.0363, 0.0077, -0.0599, -0.1018],
  "e_lumo_ha": -0.153,
  "relative_energy_kj_mol": 304.0,
  "gap_ev": 8.47,
  "total_charge": 1,
  "total_energy_ha": -1010.37969
}